[1]
Below is a 3-piece molecular cluster, C21H44NO10P overall, with properties calculated with wB97M-V/def2-TZVPD.

Orbital gap ... 0.34660 hartree
SMILES ... C#CN(OC[C@H](C)C(C)C)C(=O)O[PH2]=O.COCCOCCOC.COCCOCCOC

Last column: Mulliken charge in e.
Geometry (Å):
C: -7.291 0.612 1.432  -0.541
C: -6.786 1.645 1.129  -0.006
N: -6.537 2.927 0.655  -0.076
O: -5.713 2.880 -0.501  -0.054
C: -6.383 2.282 -1.608  -1.165
C: -5.549 1.101 -2.162  0.784
C: -6.420 -0.155 -2.141  -1.777
C: -4.185 0.960 -1.477  1.248
C: -3.260 2.036 -2.059  -1.235
C: -3.499 -0.380 -1.798  -1.880
C: -5.713 3.630 1.605  0.642
O: -5.315 4.721 1.440  -0.445
O: -5.389 2.914 2.756  -0.364
P: -3.786 2.675 2.881  0.348
O: -3.083 2.636 1.606  -0.311
H: -7.724 -0.175 1.967  0.477
H: -7.407 2.006 -1.393  0.556
H: -6.433 3.047 -2.378  0.349
H: -5.347 1.311 -3.206  0.366
H: -5.908 -1.034 -2.503  0.459
H: -7.244 -0.002 -2.833  0.474
H: -6.838 -0.369 -1.164  0.198
H: -4.223 1.020 -0.397  -0.193
H: -3.196 1.814 -3.122  0.473
H: -2.263 1.987 -1.645  -0.136
H: -3.680 3.031 -1.986  0.388
H: -3.244 -0.468 -2.846  0.317
H: -2.604 -0.414 -1.186  0.396
H: -4.134 -1.186 -1.450  0.557
H: -3.587 1.505 3.635  0.090
H: -3.327 3.761 3.650  0.058
C: 5.546 1.086 -0.490  -0.650
O: 4.401 1.817 -0.868  -0.290
C: 4.244 1.925 -2.275  -0.605
C: 2.783 1.860 -2.674  -0.260
O: 2.207 0.568 -2.562  -0.509
C: 1.943 0.065 -1.260  -0.195
C: 0.828 0.772 -0.520  -0.148
O: 1.254 2.032 -0.029  -0.279
C: 0.223 2.999 -0.022  -0.755
H: 6.460 1.653 -0.700  0.357
H: 5.484 0.903 0.583  0.081
H: 5.585 0.117 -1.000  0.339
H: 4.791 1.129 -2.791  0.344
H: 4.654 2.895 -2.584  0.403
H: 2.730 2.104 -3.738  0.433
H: 2.190 2.608 -2.148  0.058
H: 2.856 0.025 -0.664  -0.029
H: 1.626 -0.969 -1.420  0.281
H: 0.525 0.161 0.342  0.441
H: -0.031 0.891 -1.191  0.085
H: -0.264 3.061 -1.001  0.294
H: 0.675 3.966 0.195  0.302
H: -0.518 2.770 0.750  0.292
C: 4.939 -1.393 3.813  -0.694
O: 4.103 -2.357 3.214  -0.297
C: 3.184 -1.800 2.287  -0.404
C: 2.964 -2.722 1.105  -0.400
O: 4.056 -2.783 0.198  -0.365
C: 5.232 -3.474 0.597  -0.377
C: 5.078 -4.976 0.708  -0.619
O: 4.376 -5.334 1.889  -0.282
C: 3.576 -6.485 1.734  -0.793
H: 4.376 -0.768 4.516  0.330
H: 5.719 -1.921 4.359  0.252
H: 5.418 -0.758 3.059  0.253
H: 3.534 -0.828 1.924  0.214
H: 2.228 -1.661 2.809  0.389
H: 2.138 -2.305 0.523  0.342
H: 2.656 -3.720 1.420  0.218
H: 5.648 -3.051 1.512  0.174
H: 5.953 -3.280 -0.201  0.395
H: 6.073 -5.437 0.756  0.419
H: 4.555 -5.351 -0.179  0.345
H: 2.921 -6.396 0.860  0.354
H: 2.951 -6.575 2.621  0.232
H: 4.196 -7.384 1.642  0.325


[2]
Below is a 2-piece molecular cluster, C4H8O2 overall, with properties calculated with wB97M-V/def2-TZVPD.

Orbital gap ... 0.39059 hartree
Energy relative to the best compared isomer or geometry (same formula, charge and spin) ... 57.29 kcal per mole
SMILES ... O=CCCC=O.[H][H]

Last column: natural (NBO) charge in e.
Geometry (Å):
O: -1.190 -0.328 -1.591  -0.516
C: -0.208 0.215 -1.143  0.434
C: 0.618 -0.328 0.004  -0.501
C: 0.105 0.232 1.360  -0.498
C: -0.584 1.579 1.234  0.428
O: -0.019 2.637 1.353  -0.508
H: 0.119 1.205 -1.529  0.121
H: 1.665 -0.045 -0.148  0.227
H: 0.550 -1.419 0.014  0.240
H: 0.939 0.341 2.059  0.237
H: -0.621 -0.475 1.770  0.225
H: -1.677 1.535 1.014  0.117
H: 0.448 -2.793 -2.244  -0.020
H: -0.145 -2.354 -2.154  0.014


| no. | LUMO (hartree) | HOMO level (eV) | strongest force on any atom (eV/Å) |
| --- | --- | --- | --- |
| 1 | 0.02001 | -8.89 | 2.2 |
| 2 | 0.02139 | -10.05 | 0.6 |